Entry 1:
Entry from the Open Molecules 2025 dataset: a single C4H5FN2S molecule at a distorted geometry (wB97M-V/def2-TZVPD).

Geometry (Å):
F  -1.61  -0.67  2.25
C  -1.76  0.11  1.11
C  -0.55  0.01  0.30
C  -0.14  0.65  -0.86
C  1.18  0.12  -1.10
S  2.20  0.50  -2.46
N  1.55  -0.69  -0.10
N  0.50  -0.72  0.71
H  -1.87  1.13  1.54
H  -2.66  -0.30  0.62
H  -0.70  1.28  -1.54
H  3.24  -0.21  -2.06
H  0.62  -1.22  1.57

Output
electronic energy	-762.96016	Ha
orbital gap	9.42	eV
net charge	0
SMILES	FCc1cc(S)n[nH]1
HOMO energy	-8.51	eV
E_LUMO	0.0335	hartree

Entry 2:
Entry from the Open Molecules 2025 dataset: a single C4H5FO molecule at a distorted geometry (wB97M-V/def2-TZVPD).

Geometry (Å):
O  2.67  -0.13  -0.90
C  1.73  -0.46  -0.20
C  0.45  0.41  -0.09
C  -0.82  -0.22  -0.62
C  -1.97  -0.15  0.17
F  -1.87  0.44  1.41
H  1.81  -1.38  0.42
H  0.72  1.36  -0.66
H  0.31  0.79  0.93
H  -0.81  -0.69  -1.58
H  -2.95  -0.47  -0.21

Output
electronic energy	-330.46403	Ha
orbital gap	10.49	eV
net charge	0
SMILES	O=CC/C=C\F
HOMO energy	-9.62	eV
E_LUMO	0.0319	hartree

Entry 3:
Entry from the Open Molecules 2025 dataset: a single C4H5FO2 molecule at a distorted geometry (wB97M-V/def2-TZVPD).

Geometry (Å):
F  2.64  0.45  -0.03
C  1.50  -0.40  -0.26
C  0.32  -0.05  0.70
O  -0.69  -0.99  0.50
C  -1.60  -0.32  -0.25
C  -1.24  0.97  -0.31
O  -0.31  1.23  0.68
H  1.22  -0.24  -1.29
H  1.66  -1.53  0.04
H  0.70  -0.20  1.68
H  -2.51  -0.81  -0.73
H  -1.70  1.90  -0.74

Output
electronic energy	-405.67770	Ha
orbital gap	9.55	eV
net charge	0
SMILES	FCC1OC=CO1
HOMO energy	-8.61	eV
E_LUMO	0.0344	hartree

Entry 4:
Entry from the Open Molecules 2025 dataset: a single C4H5FO2 molecule at a distorted geometry (wB97M-V/def2-TZVPD).

Geometry (Å):
C  2.63  0.69  -0.19
C  2.20  -0.70  -0.29
C  0.59  0.49  0.59
C  -0.75  0.21  -0.04
O  3.67  1.27  -0.13
O  1.43  1.37  -0.03
F  3.11  -1.54  0.29
H  1.69  -0.95  -1.16
H  0.78  0.28  1.57
H  -1.29  1.07  0.17
H  -1.35  -0.54  0.58
H  -0.73  0.37  -1.09

Output
electronic energy	-405.63877	Ha
orbital gap	9.28	eV
net charge	0
HOMO energy	-9.00	eV
E_LUMO	0.0100	hartree

Entry 5:
Entry from the Open Molecules 2025 dataset: a single C4H5FOS molecule at a distorted geometry (wB97M-V/def2-TZVPD).

Geometry (Å):
O  -1.73  1.50  0.23
C  -2.09  0.46  -0.28
S  -1.33  -1.10  -0.50
C  0.36  -0.96  0.04
C  0.97  0.20  0.92
C  1.27  0.04  -0.51
F  0.77  0.95  -1.40
H  -3.10  0.31  -0.69
H  0.75  -1.96  0.23
H  1.67  -0.13  1.69
H  0.21  0.92  1.18
H  2.26  -0.22  -0.90

Output
electronic energy	-728.65104	Ha
orbital gap	10.16	eV
net charge	0
SMILES	O=CS[C@@H]1C[C@@H]1F
HOMO energy	-9.52	eV
E_LUMO	0.0238	hartree

Entry 6:
Entry from the Open Molecules 2025 dataset: a single C4H5FOS2 molecule at a distorted geometry (wB97M-V/def2-TZVPD).

Geometry (Å):
C  1.50  0.13  0.12
C  0.37  0.24  -0.70
S  0.72  0.50  -2.35
C  1.07  2.16  -2.41
O  1.62  2.69  -3.34
S  0.44  3.07  -1.04
C  -0.58  1.79  -0.41
F  -0.88  2.02  0.92
H  2.14  0.95  0.14
H  2.12  -0.72  -0.32
H  1.37  -0.12  1.20
H  -0.43  -0.60  -0.57
H  -1.51  1.72  -1.04

Output
electronic energy	-1126.85317	Ha
orbital gap	9.99	eV
net charge	0
SMILES	C[C@@H]1SC(=O)S[C@@H]1F
HOMO energy	-9.55	eV
E_LUMO	0.0163	hartree

Entry 7:
Entry from the Open Molecules 2025 dataset: a single C4H5FS molecule at a distorted geometry (wB97M-V/def2-TZVPD).

Geometry (Å):
C  0.81  0.79  0.51
C  -0.11  0.89  -0.55
C  -0.93  -1.28  1.19
C  -0.37  -0.10  -1.38
F  -1.18  -2.54  1.50
S  0.72  -0.90  1.33
H  1.85  0.94  0.11
H  0.69  1.50  1.37
H  -0.53  1.80  -0.53
H  0.07  -1.06  -1.29
H  -1.03  -0.04  -2.26

Output
electronic energy	-653.31718	Ha
orbital gap	8.81	eV
net charge	0
HOMO energy	-8.59	eV
E_LUMO	0.0080	hartree

Entry 8:
Entry from the Open Molecules 2025 dataset: a single C4H5FS molecule at a distorted geometry (wB97M-V/def2-TZVPD).

Geometry (Å):
C  -0.24  2.08  -0.02
C  -1.13  0.88  0.10
C  -0.81  -0.42  0.03
F  -1.91  -1.21  -0.11
C  0.39  -1.08  0.09
S  1.85  -0.25  -0.03
H  -0.91  2.91  -0.34
H  0.41  2.31  0.89
H  0.50  2.15  -0.87
H  -2.18  1.06  0.36
H  0.41  -2.23  0.20

Output
electronic energy	-653.39440	Ha
orbital gap	7.67	eV
net charge	0
SMILES	C/C=C(/F)C=S
HOMO energy	-8.86	eV
E_LUMO	-0.0438	hartree

Entry 9:
Entry from the Open Molecules 2025 dataset: a molecular structure, C4H5FeO6 at a distorted geometry (wB97M-V/def2-TZVPD).

Geometry (Å):
O  2.78  -0.86  0.67
C  2.19  0.07  0.03
O  2.85  1.08  -0.35
O  0.92  0.00  -0.27
Fe  4.34  0.21  0.47
C  0.14  -1.07  0.28
C  -1.31  -1.09  -0.08
H  0.59  -2.02  -0.03
H  0.11  -0.97  1.40
H  -1.44  -1.15  -1.17
O  -1.98  0.11  0.40
C  -1.87  1.18  -0.36
O  -1.57  1.18  -1.54
O  -1.97  2.26  0.39
H  -2.01  3.05  -0.17
H  -1.77  -1.99  0.35

Output
spin multiplicity	6
electronic energy	-1869.79279	Ha
orbital gap (alpha / beta)	10.14 / 5.84	eV
net charge	+2
HOMO energy (alpha / beta)	-19.30 / -19.26	eV
<S²>	8.765
E_LUMO (alpha / beta)	-0.3367 / -0.4931	hartree

Entry 10:
Entry from the Open Molecules 2025 dataset: a molecular structure, C4H5HgO3 at a distorted geometry (wB97M-V/def2-TZVPD).

Geometry (Å):
O  0.33  -0.87  -0.23
C  -0.64  -0.82  0.66
O  -1.79  -0.97  0.21
Hg  -3.30  -0.53  2.05
O  -1.31  -1.23  3.03
C  -0.22  -1.33  2.50
C  1.17  0.28  -0.44
H  1.12  0.93  0.44
H  2.20  -0.07  -0.56
C  0.69  1.01  -1.68
H  0.66  0.33  -2.54
H  -0.31  1.43  -1.52
H  1.39  1.83  -1.91

Output
spin multiplicity	2
electronic energy	-534.41635	Ha
orbital gap (alpha / beta)	8.10 / 5.69	eV
net charge	0
HOMO energy (alpha / beta)	-8.09 / -7.95	eV
<S²>	0.764
E_LUMO (alpha / beta)	0.0004 / -0.0832	hartree

Entry 11:
Entry from the Open Molecules 2025 dataset: a single C4H5I molecule at a distorted geometry (wB97M-V/def2-TZVPD).

Geometry (Å):
C  -1.14  0.15  -0.60
C  -0.03  -0.59  0.16
C  0.50  -0.07  1.48
C  1.41  0.07  0.27
I  3.01  0.21  -0.93
H  -0.88  1.23  -0.65
H  -2.18  0.25  -0.33
H  -1.03  -0.13  -1.64
H  0.08  -1.69  -0.07
H  0.25  0.56  2.31

Output
electronic energy	-452.94119	Ha
orbital gap	8.50	eV
net charge	0
SMILES	C[C@@H]1C=C1I
HOMO energy	-8.32	eV
E_LUMO	0.0065	hartree

Entry 12:
Entry from the Open Molecules 2025 dataset: 2 unconnected molecules or ions with the total composition C4H5IN2 at a distorted geometry (wB97M-V/def2-TZVPD).

Geometry (Å):
C  2.51  0.85  -0.57
C  1.57  0.04  -0.39
C  0.36  -0.58  -0.15
C  -1.31  1.37  0.41
N  0.01  -1.60  0.82
N  -0.24  -1.73  -0.58
I  -2.92  0.00  0.30
H  2.95  1.78  -1.03
H  -1.45  2.06  -0.43
H  -1.18  1.76  1.44
H  0.87  -2.12  1.10
H  -1.17  -1.83  -0.93

Output
electronic energy	-562.32828	Ha
orbital gap (alpha / beta)	7.65 / 7.82	eV
net charge	0
HOMO energy (alpha / beta)	-8.21 / -8.42	eV
E_LUMO (alpha / beta)	-0.0204 / -0.0222	hartree

Entry 13:
Entry from the Open Molecules 2025 dataset: a single C4H5IN2O molecule at a distorted geometry (wB97M-V/def2-TZVPD).

Geometry (Å):
C  0.21  1.21  -1.35
C  -0.88  0.66  -0.98
C  1.40  0.88  -0.45
C  -0.77  -1.40  0.95
N  1.00  0.27  0.72
N  -0.32  0.08  0.97
O  2.53  1.22  -0.77
I  -2.90  0.24  -1.24
H  0.41  1.83  -2.30
H  0.16  -1.99  1.07
H  -1.37  -1.59  1.83
H  -1.10  -1.56  -0.01
H  1.61  0.15  1.57

Output
electronic energy	-637.70547	Ha
orbital gap	8.26	eV
net charge	0
HOMO energy	-8.59	eV
E_LUMO	-0.0120	hartree

Entry 14:
Entry from the Open Molecules 2025 dataset: a molecular structure, C4H5IN2O at a distorted geometry (wB97M-V/def2-TZVPD).

Geometry (Å):
C  1.35  0.93  0.91
C  -1.78  0.47  1.27
C  0.66  -0.48  -1.12
C  1.08  -0.21  0.30
N  1.91  1.78  1.57
N  -2.38  -0.50  0.99
O  -1.43  1.56  1.31
I  1.02  -1.80  1.83
H  1.60  -0.67  -1.68
H  0.10  -1.34  -1.15
H  0.31  0.41  -1.50
H  1.32  2.26  2.16
H  -2.93  -1.16  1.55

Output
electronic energy	-637.79171	Ha
orbital gap	8.25	eV
net charge	0
HOMO energy	-8.49	eV
E_LUMO	-0.0085	hartree

Entry 15:
Entry from the Open Molecules 2025 dataset: a molecular structure, C4H5Li2O2 at a distorted geometry (wB97M-V/def2-TZVPD).

Geometry (Å):
C  1.24  -0.99  0.08
C  0.35  -0.38  1.00
C  -0.87  0.21  0.58
C  -0.72  1.30  -0.45
O  -1.22  0.94  -1.69
O  2.01  -1.99  0.37
Li  2.64  -3.58  0.14
Li  -2.70  1.88  -1.96
H  1.32  -0.55  -0.93
H  0.45  1.44  -0.39
H  0.39  -0.79  2.01
H  -1.68  0.28  1.30
H  -1.20  2.24  -0.07

Output
spin multiplicity	2
electronic energy	-320.87036	Ha
orbital gap (alpha / beta)	3.66 / 5.84	eV
net charge	0
HOMO energy (alpha / beta)	-4.47 / -6.74	eV
<S²>	0.780
E_LUMO (alpha / beta)	-0.0299 / -0.0330	hartree

Entry 16:
Entry from the Open Molecules 2025 dataset: a molecular structure, C4H5LiOTm at a distorted geometry (wB97M-V/def2-TZVPD).

Geometry (Å):
C  -2.02  0.47  -1.12
C  -3.19  0.22  -1.37
H  -4.23  -0.02  -1.53
C  -0.38  1.20  -1.79
C  0.34  2.22  -0.95
O  0.47  1.95  0.35
Li  -1.09  1.13  1.14
H  0.24  0.29  -1.74
H  -0.97  2.49  -1.22
H  -0.36  1.50  -2.85
H  1.24  2.62  -1.45
Tm  2.48  2.32  1.68

Output
spin multiplicity	4
electronic energy	-1322.47123	Ha
orbital gap (alpha / beta)	5.60 / 4.44	eV
net charge	+2
HOMO energy (alpha / beta)	-13.42 / -15.41	eV
<S²>	3.760
E_LUMO (alpha / beta)	-0.2875 / -0.4032	hartree

Entry 17:
Entry from the Open Molecules 2025 dataset: a molecular structure, C4H5MgNaO2 at a distorted geometry (wB97M-V/def2-TZVPD).

Geometry (Å):
C  -1.23  -0.79  -0.80
C  -0.55  -0.99  0.51
C  0.87  -0.59  0.38
C  1.27  0.72  0.31
O  2.49  1.11  0.15
O  -2.18  0.02  -0.94
Na  -3.83  1.54  -0.16
Mg  3.63  2.64  0.00
H  -0.71  -1.14  -1.71
H  -1.08  -0.50  1.33
H  1.62  -1.38  0.24
H  0.50  1.50  0.43
H  -0.80  -2.14  0.25

Output
spin multiplicity	2
electronic energy	-668.02731	Ha
orbital gap (alpha / beta)	5.50 / 6.38	eV
net charge	+1
HOMO energy (alpha / beta)	-9.87 / -10.75	eV
<S²>	0.750
E_LUMO (alpha / beta)	-0.1605 / -0.1605	hartree

Entry 18:
Entry from the Open Molecules 2025 dataset: a single C4H5N molecule at a distorted geometry (wB97M-V/def2-TZVPD).

Geometry (Å):
C  -1.05  -1.96  0.69
C  -0.30  -1.02  0.55
C  0.55  0.12  0.38
C  0.56  0.92  -0.87
N  -0.05  1.46  0.34
H  -1.70  -2.80  0.81
H  1.58  0.04  0.67
H  -0.03  0.52  -1.69
H  1.49  1.42  -1.13
H  -1.06  1.32  0.25

Output
electronic energy	-210.05145	Ha
orbital gap	10.44	eV
net charge	0
SMILES	C#C[C@H]1CN1
HOMO energy	-9.31	eV
E_LUMO	0.0416	hartree

Entry 19:
Entry from the Open Molecules 2025 dataset: a single C4H5N molecule (wB97M-V/def2-TZVPD).

Geometry (Å):
H  1.86  2.13  -0.36
N  1.06  1.50  -0.32
C  1.44  0.32  -0.04
C  0.48  -0.80  0.09
C  -0.82  -0.59  0.08
C  -2.10  -0.35  0.08
H  2.49  0.05  0.12
H  0.87  -1.81  0.19
H  -2.63  -0.17  1.01
H  -2.65  -0.29  -0.85

Output
electronic energy	-210.08911	Ha
orbital gap	10.35	eV
net charge	0
SMILES	[H]/N=C/C=C=C
HOMO energy	-9.56	eV
E_LUMO	0.0289	hartree

Entry 20:
Entry from the Open Molecules 2025 dataset: a single C4H5N molecule at a distorted geometry (wB97M-V/def2-TZVPD).

Geometry (Å):
C  0.45  -1.57  -3.14
C  0.08  -0.23  -1.20
C  0.38  0.76  -0.30
C  0.23  0.42  1.19
N  0.21  -0.83  -2.23
H  0.34  -2.68  -3.17
H  0.73  1.71  -0.73
H  -0.74  0.78  1.52
H  1.01  0.78  1.75
H  0.19  -0.64  1.15

Output
electronic energy	-210.00207	Ha
orbital gap	8.17	eV
net charge	0
HOMO energy	-7.88	eV
E_LUMO	0.0106	hartree